1.
A structure of composition C53H41CdN9O2S2Si in a non-equilibrium geometry, computed with ωB97M-V/def2-TZVPD.

Geometry (Å):
Cd: -0.16955 -0.70859 -0.16869
C: 2.91535 5.52221 -3.69379
C: 2.42385 4.58791 -2.62269
C: 1.94415 5.06701 -1.40399
C: 1.44455 4.21361 -0.45409
C: 1.35645 2.80741 -0.64449
N: 0.76015 1.98491 0.23631
C: -0.26015 2.44951 1.00201
C: -1.15225 3.47221 0.59701
C: -2.24925 3.83631 1.33661
C: -2.53685 3.23601 2.55701
C: -3.77655 3.58061 3.32901
C: -1.66405 2.25621 2.99591
C: -0.56985 1.85461 2.24541
N: 0.21335 0.81001 2.79561
C: 0.77915 0.85251 4.01371
C: 1.26175 -0.40839 4.28921
C: 0.92645 -1.16039 3.16111
N: 0.30485 -0.40689 2.26841
C: 2.01005 2.33471 -1.81229
C: 2.49355 3.21201 -2.77079
N: 2.28995 0.96121 -2.03309
C: 1.92895 0.21131 -3.09459
C: 2.69035 -0.93619 -3.06089
C: 3.50325 -0.77389 -1.93529
N: 3.25625 0.37231 -1.33239
H: 2.29285 6.41651 -3.74919
H: 2.90385 5.03091 -4.66589
H: 3.94075 5.84151 -3.48919
H: 1.96495 6.13291 -1.20649
H: 1.10055 4.61251 0.49051
H: -0.98595 3.95801 -0.35349
H: -2.91315 4.60001 0.95141
H: -4.25035 4.46921 2.91461
H: -3.56195 3.75971 4.38281
H: -4.48675 2.75491 3.27081
H: -1.85375 1.75301 3.93261
H: 0.78995 1.75831 4.58871
H: 1.77975 -0.73769 5.16821
H: 1.10105 -2.20429 2.97801
H: 2.94445 2.79111 -3.66139
H: 1.18525 0.53791 -3.79219
H: 2.64885 -1.76999 -3.73569
H: 4.25775 -1.42969 -1.54779
O: 5.75035 -0.22179 4.99431
C: 5.91045 -1.36189 4.26211
O: 6.77815 -2.14659 4.57631
C: 4.97075 -1.54809 3.15681
C: 4.28905 -0.48769 2.53251
C: 3.37115 -0.72729 1.54311
C: 3.09265 -2.04249 1.12401
C: 3.78405 -3.10239 1.74771
C: 4.70655 -2.85579 2.73141
N: 2.14935 -2.24279 0.16131
C: 2.27665 -3.22869 -0.67409
C: 1.31555 -3.54019 -1.67369
C: 1.55245 -4.59879 -2.57819
C: 0.60685 -4.90909 -3.52349
C: -0.56905 -4.15859 -3.56359
C: -0.70405 -3.11739 -2.65829
N: 0.19175 -2.80229 -1.74859
H: 4.96125 0.24871 4.69411
H: 4.51135 0.54261 2.78981
H: 2.86505 0.08231 1.03801
H: 3.54675 -4.12449 1.48731
H: 5.23035 -3.66439 3.22241
H: 3.18375 -3.84539 -0.68879
H: 2.47355 -5.16149 -2.50779
H: 0.76015 -5.73019 -4.21309
H: -1.34565 -4.37539 -4.28229
H: -1.59335 -2.50399 -2.65119
S: -2.95405 -0.47949 1.57651
C: -2.53665 -1.64319 2.75951
C: -2.61935 -1.31809 4.11121
C: -2.37965 -2.25439 5.11011
C: -2.48385 -1.89489 6.45901
N: -2.60825 -1.57789 7.56041
C: -2.06745 -3.58709 4.73721
C: -1.95485 -3.91159 3.38791
C: -2.14665 -2.96249 2.38601
S: -1.93345 -3.37879 0.73871
C: -1.90045 -4.57779 5.71221
N: -1.78675 -5.41249 6.49931
H: -2.89785 -0.30969 4.37841
H: -1.71375 -4.92729 3.10341
C: -6.26915 -0.26969 -1.27319
C: -5.46145 -1.21319 -1.88209
C: -4.10915 -0.97049 -2.03049
C: -3.53035 0.21411 -1.59509
C: -4.35855 1.14271 -0.97219
C: -5.70955 0.90841 -0.80959
Si: -1.66675 0.59961 -1.74639
C: -1.38325 0.76531 -3.64279
C: -0.70165 1.88811 -4.11089
C: -0.38535 2.05181 -5.44629
C: -0.75425 1.08191 -6.36339
C: -1.46785 -0.02259 -5.93039
C: -1.77955 -0.17109 -4.59079
H: -7.32855 -0.45509 -1.15259
H: -5.87895 -2.15079 -2.22689
H: -3.49345 -1.73719 -2.47799
H: -3.92555 2.05361 -0.58529
H: -6.32725 1.64251 -0.30789
H: -1.69555 2.05701 -1.45419
H: -0.39135 2.64101 -3.40199
H: 0.16645 2.92711 -5.76659
H: -0.49435 1.18871 -7.40809
H: -1.77445 -0.78039 -6.63989
H: -2.34525 -1.03559 -4.28019

Force components x, y, z for each atom (eV/Å):
-0.8 -0.3 0.8
0.1 -0.1 0.2
0.0 0.0 -0.2
0.0 -0.1 -0.1
0.1 0.1 0.1
0.0 -0.1 0.0
0.6 -0.9 -0.1
-0.4 0.2 0.5
0.1 -0.1 -0.1
-0.1 0.0 0.2
0.1 0.1 0.1
0.1 -0.1 0.0
-0.1 0.1 -0.1
-0.3 0.6 -0.4
0.4 0.3 0.3
0.2 -0.3 0.2
0.0 0.1 0.1
-0.2 0.1 0.1
0.0 -0.6 -0.9
0.0 0.7 0.2
0.0 0.2 0.0
-0.3 -0.4 -0.4
0.1 -0.3 -0.2
-0.1 0.1 -0.2
0.0 0.3 -0.2
0.7 0.1 0.6
0.0 0.0 -0.1
0.0 0.0 -0.1
0.1 0.1 -0.1
0.0 0.1 0.0
-0.1 0.0 0.0
0.0 0.0 0.0
-0.1 0.1 -0.1
-0.1 0.1 0.0
0.0 0.0 0.1
-0.1 0.0 0.0
0.0 -0.1 0.1
-0.1 0.1 0.0
0.0 -0.1 0.2
0.0 -0.1 -0.1
0.0 -0.1 -0.1
-0.1 0.0 0.0
0.0 -0.1 -0.1
0.2 -0.1 0.2
0.1 -0.2 -0.2
0.8 0.0 0.9
-0.5 0.5 -0.2
-0.8 -0.2 -0.9
0.6 -0.3 0.4
-0.4 -0.5 -0.6
1.7 0.3 1.4
-0.5 0.2 -0.5
0.4 0.4 0.5
-1.4 -1.5 -2.0
1.0 1.5 2.0
-1.6 -0.5 -1.7
0.3 0.6 0.9
-0.8 0.1 -0.3
0.6 -0.3 0.0
-0.5 0.2 -0.1
1.0 -0.3 0.4
0.0 -0.1 0.0
-0.1 0.0 0.0
-0.1 0.1 0.1
-0.1 0.0 0.0
0.0 0.0 0.0
-0.1 0.1 0.1
0.1 0.0 0.0
0.0 0.0 0.0
-0.1 0.1 0.0
-0.1 0.1 0.0
-0.1 0.4 -0.2
-0.3 0.4 -0.4
0.1 -0.2 0.4
0.1 -0.6 -1.2
-0.2 0.3 1.0
0.1 0.0 0.1
-0.1 1.0 -0.5
0.0 0.1 0.2
0.1 -0.2 0.1
0.7 -0.2 -0.8
0.1 -0.8 0.7
0.1 -0.1 0.1
0.0 0.1 0.1
0.0 0.0 0.0
-0.2 0.0 0.0
-0.1 -0.2 -0.1
0.0 0.0 -0.1
0.5 0.0 0.0
0.1 0.1 0.0
-0.2 0.1 0.0
-0.6 0.2 -0.4
0.0 -0.1 0.4
-0.1 0.1 0.1
0.1 0.1 -0.1
0.0 0.0 -0.2
0.0 -0.1 -0.2
0.0 -0.1 0.0
-0.1 0.0 0.0
0.0 0.0 0.0
0.0 -0.1 0.0
0.1 0.1 0.1
0.0 0.0 0.0
0.2 -0.1 0.1
0.1 0.2 0.1
0.0 0.0 0.0
0.0 0.0 -0.1
0.0 0.0 -0.1
-0.1 -0.2 0.0

Output
Relative energy (zero: lowest compared OMol25 entry of this formula, charge and spin) (kcal/mol): 54.31
Net charge: -2
Frontier orbital gap (eV): 3.76
DFT total energy (a.u.): -3941.2400

---

2.
A structure of composition C53H42NO2Tl, computed with ωB97M-V/def2-TZVPD.

Geometry (Å):
Tl: -1.31220 0.87700 -0.42142
O: -1.66853 -1.28921 0.14165
C: -2.51264 -1.98014 0.95533
C: -3.32243 -1.02028 1.91647
C: -2.37999 -0.28895 2.81503
C: -2.02185 -0.81397 4.05448
C: -1.09210 -0.13938 4.82480
C: -0.58323 1.05854 4.35647
C: -1.00756 1.54268 3.12153
C: -0.52202 2.85430 2.59892
C: 0.68674 2.68140 1.59919
O: 0.28174 2.20713 0.38524
C: 1.72331 1.76572 2.27022
C: 2.45211 2.17381 3.38355
C: 3.40538 1.33779 3.94581
C: 3.63978 0.08269 3.39952
C: 2.90552 -0.33620 2.29902
C: 1.95320 0.50321 1.73806
C: 1.31464 4.05205 1.28721
C: 0.56533 5.22469 1.27198
C: 1.09836 6.40800 0.78026
C: 2.39426 6.44365 0.28965
C: 3.15594 5.28307 0.30920
C: 2.62007 4.10316 0.79819
N: -1.86658 0.85748 2.36002
C: -1.75051 -2.96628 1.85761
C: -2.39503 -3.99391 2.53961
C: -1.67248 -4.86974 3.33741
C: -0.29783 -4.72258 3.46553
C: 0.34693 -3.68736 2.80271
C: -0.37736 -2.81712 2.00162
C: -3.47696 -2.75519 0.03690
C: -4.73508 -2.28180 -0.32117
C: -5.48187 -2.91064 -1.30958
C: -4.98591 -4.02999 -1.95739
C: -3.73964 -4.52437 -1.59512
C: -2.99632 -3.89261 -0.61315
H: -4.04321 -1.59568 2.50126
H: -3.82565 -0.29833 1.27464
H: -2.46450 -1.74093 4.39342
H: -0.78395 -0.53488 5.78541
H: 0.12689 1.62596 4.94243
H: -0.22698 3.49573 3.43240
H: -1.31754 3.31241 2.01335
H: 2.28058 3.16125 3.80069
H: 3.97734 1.66949 4.80572
H: 4.40088 -0.56045 3.82641
H: 3.08408 -1.31161 1.86198
H: 1.38661 0.20988 0.86258
H: -0.45647 5.21941 1.62907
H: 0.49112 7.30625 0.77338
H: 2.79773 7.36149 -0.12141
H: 4.17167 5.30067 -0.06855
H: 3.21382 3.19804 0.78220
H: -3.46803 -4.11699 2.43464
H: -2.17904 -5.67778 3.85398
H: 0.26779 -5.41761 4.07566
H: 1.41863 -3.56260 2.90323
H: 0.09768 -2.01261 1.45482
H: -5.14541 -1.40169 0.15672
H: -6.45332 -2.51140 -1.57839
H: -5.55922 -4.50214 -2.74630
H: -3.34453 -5.40221 -2.09291
H: -2.01349 -4.26777 -0.35688
C: -2.67584 3.96130 -1.79748
C: -3.14734 2.92382 -2.65300
C: -3.57823 1.87602 -1.87702
C: -3.32759 2.20595 -0.48504
C: -2.81033 3.55249 -0.49359
H: -2.27066 4.90864 -2.12558
H: -3.14059 2.94710 -3.73357
H: -4.01296 0.95114 -2.23009
H: -3.92966 1.81469 0.32748
H: -2.58156 4.14357 0.38211
C: -0.19784 0.33351 -2.06746
C: 0.80786 -0.16598 -2.56254
C: 1.89188 -0.69593 -3.28771
C: 2.85906 0.25420 -3.79339
C: 3.61062 0.05185 -4.97303
C: 4.44520 1.03412 -5.47829
C: 4.58259 2.25996 -4.83826
C: 3.86509 2.47742 -3.66295
C: 3.02800 1.50613 -3.15300
C: 1.93230 -2.11753 -3.50176
C: 0.78121 -2.91857 -3.28663
C: 0.81302 -4.28951 -3.43779
C: 1.98541 -4.94922 -3.80632
C: 3.13486 -4.18974 -3.99622
C: 3.11692 -2.81500 -3.84497
H: 3.49440 -0.87373 -5.52206
H: 4.99665 0.84938 -6.39599
H: 5.22175 3.03308 -5.25030
H: 3.97355 3.42295 -3.14097
H: 2.46813 1.69678 -2.24512
H: -0.13605 -2.42674 -2.98611
H: -0.09028 -4.86943 -3.27371
H: 2.00564 -6.02711 -3.92363
H: 4.06489 -4.68599 -4.25991
H: 4.04123 -2.26214 -3.95103

Force components x, y, z for each atom (eV/Å):
-0.7 0.4 0.1
0.1 0.3 0.2
-0.4 0.1 0.2
0.4 -0.2 -0.3
0.0 -0.1 0.1
0.0 0.1 0.0
-0.1 0.1 -0.1
0.0 0.0 0.1
0.0 -0.1 0.2
0.4 -0.2 -0.3
-0.2 0.2 0.1
-0.1 -0.2 0.3
0.0 0.0 -0.2
0.0 -0.1 0.0
0.0 0.1 0.1
0.0 -0.1 0.0
0.0 0.0 0.1
-0.1 0.1 0.0
0.0 0.0 -0.1
0.0 -0.1 0.1
0.0 0.1 0.0
0.0 0.0 0.0
0.1 0.1 0.0
0.0 0.0 0.0
-0.1 0.1 0.0
0.1 0.0 -0.2
0.1 0.0 0.0
-0.1 0.0 0.0
0.1 0.0 0.1
0.0 0.0 0.0
-0.1 0.0 -0.1
0.0 0.0 -0.1
0.0 0.0 0.1
-0.1 0.0 0.0
-0.1 0.0 0.0
0.0 -0.1 0.0
0.0 0.0 0.0
-0.1 0.0 0.0
-0.1 0.0 0.1
0.0 0.0 0.0
0.0 0.0 0.0
0.0 0.0 0.0
-0.1 0.0 0.0
0.0 0.1 0.1
0.0 0.0 0.0
0.0 0.0 0.0
0.0 0.0 0.0
0.0 0.0 0.0
0.1 0.0 -0.1
0.0 0.0 0.0
0.0 0.0 0.0
0.0 0.0 0.0
0.0 -0.1 0.0
0.0 0.0 0.0
0.0 0.0 0.0
0.0 0.0 0.0
0.0 0.0 0.0
0.0 0.0 0.0
0.0 0.0 0.0
0.0 0.0 0.0
0.0 0.0 0.0
0.0 0.0 0.0
0.0 0.0 0.0
0.0 0.0 0.0
-0.1 0.1 0.1
-0.2 -0.2 -0.1
-0.2 0.1 -0.1
0.2 -0.4 0.0
0.1 0.2 0.0
0.1 0.0 0.0
0.1 0.0 0.0
0.1 0.0 0.0
0.1 -0.1 0.0
0.1 -0.1 0.0
0.5 -0.3 -0.5
-0.2 0.1 -0.2
-0.1 0.0 0.1
0.0 0.0 0.0
0.0 0.0 0.1
0.1 0.1 0.0
0.1 0.1 0.0
0.1 0.0 -0.1
0.0 0.0 0.0
0.1 0.0 0.1
0.0 0.0 0.0
0.1 -0.1 -0.1
0.0 -0.1 0.0
0.0 0.0 0.0
0.0 0.0 0.0
0.0 0.0 0.0
0.0 0.0 0.0
0.0 0.0 0.0
-0.1 0.0 0.0
0.0 0.0 0.0
0.0 0.0 0.0
0.0 0.1 0.0
0.0 0.0 0.0
0.0 0.0 0.0
0.0 0.0 0.0

Output
Relative energy (zero: lowest compared OMol25 entry of this formula, charge and spin) (kcal/mol): 13.52
Net charge: -2
Frontier orbital gap (eV): 4.24
DFT total energy (a.u.): -2422.4834

---

Which value of net charge does entry 2 give?
-2